Entry 1:
Computed, not measured: a molecular structure, C19H20CaCl4GeN3OS, with ωB97M-V with the def2-TZVPD basis set.

Properties
Energy relative to the best compared isomer or geometry (same formula, charge and spin) = 10.3 kcal/mol
Molar mass = 593.0 g/mol
E = -162430.056 eV
HOMO-LUMO gap (alpha / beta) = 7.773 / 6.262 eV

Structure (ORCA input):
```
! wB97M-V def2-TZVPD RIJCOSX def2/J DEFGRID3
* xyz 0 2
Ca 0.080 0.755 0.316
C 3.372 0.912 -1.074
C 2.763 0.172 0.092
O 3.253 -0.597 0.850
H 4.236 0.351 -1.435
H 3.679 1.886 -0.685
H 2.626 1.068 -1.848
Cl -0.506 4.724 -2.645
Ge -1.805 3.120 -1.813
Cl -0.967 3.284 0.416
Cl -0.233 1.301 -2.309
C 1.341 -2.663 3.703
N 1.254 -2.387 2.284
C 0.214 -2.687 1.517
N -0.774 -3.434 2.032
S 0.111 -2.163 -0.109
H 2.276 -2.248 4.071
H 1.347 -3.738 3.895
H 0.523 -2.176 4.243
H 1.931 -1.756 1.879
H -0.704 -3.861 2.939
H -1.508 -3.728 1.412
Cl -4.913 -2.273 -1.584
C -4.353 -0.969 -0.589
C -5.243 -0.199 0.137
C -4.721 0.819 0.914
C -3.351 1.022 0.927
N -2.496 0.278 0.221
C -2.994 -0.705 -0.525
H -6.305 -0.397 0.092
H -5.363 1.451 1.508
H -2.910 1.799 1.534
H -2.294 -1.310 -1.085
C 2.830 2.240 5.554
C 3.027 2.388 4.164
C 2.132 1.839 3.293
C 0.988 1.112 3.723
C 0.093 0.545 2.748
C -0.987 -0.108 3.313
C -1.222 -0.232 4.701
C -0.341 0.297 5.597
C 0.802 0.987 5.120
C 1.742 1.558 6.014
H 3.537 2.673 6.248
H 3.881 2.942 3.797
H 2.283 1.970 2.225
H -1.724 -0.580 2.663
H -2.104 -0.749 5.057
H -0.501 0.210 6.663
H 1.578 1.448 7.078
*
```

Atom charges from the Löwdin analysis, given in e for atoms 1 to 6: 0.754, -0.033, -0.283, 0.080, 0.094, 0.098



Entry 2:
Computed, not measured: a molecular structure, C19H20CdN2P, with ωB97M-V with the def2-TZVPD basis set.

Properties
Energy relative to the best compared isomer or geometry (same formula, charge and spin) = 9.7 kcal/mol
Molar mass = 419.8 g/mol
E = -36857.032 eV
HOMO-LUMO gap = 4.852 eV

Structure (ORCA input):
```
! wB97M-V def2-TZVPD RIJCOSX def2/J DEFGRID3
* xyz -1 1
Cd -2.791 0.071 -0.988
C 4.707 1.177 0.020
C 4.341 -0.148 -0.162
C 2.997 -0.488 -0.306
C 2.010 0.491 -0.277
C 2.392 1.821 -0.107
C 3.730 2.163 0.051
P 0.204 0.172 -0.471
C 0.212 -1.614 -0.932
C 0.022 -2.655 -0.030
C 0.055 -3.977 -0.460
C 0.287 -4.270 -1.797
C 0.472 -3.240 -2.707
C 0.424 -1.919 -2.275
C -0.454 0.090 1.193
C 0.268 0.084 2.383
C -0.424 -0.041 3.584
C -1.810 -0.172 3.559
C -2.507 -0.166 2.349
C -1.861 -0.010 1.124
H 5.752 1.442 0.134
H 5.096 -0.924 -0.188
H 2.719 -1.527 -0.439
H 1.633 2.597 -0.098
H 4.005 3.201 0.188
H -0.170 -2.427 1.012
H -0.105 -4.777 0.253
H 0.310 -5.301 -2.131
H 0.635 -3.459 -3.755
H 0.540 -1.113 -2.991
H 1.351 0.162 2.383
H 0.111 -0.044 4.526
H -2.357 -0.270 4.491
H -3.590 -0.257 2.374
C -4.409 0.750 -2.165
H -4.674 1.548 -1.435
H -5.166 -0.038 -2.030
N -1.940 4.508 -0.629
N -2.219 3.102 -0.614
H -2.770 5.043 -0.392
H -1.698 4.747 -1.581
H -3.134 2.896 -1.003
H -2.194 2.772 0.341
*
```

Atom charges from the Löwdin analysis, given in e for atoms 1 to 6: 1.065, -0.112, -0.096, -0.087, -0.374, -0.109



Entry 3:
Computed, not measured: a molecular structure, C19H20Cl5CuN3O3, with ωB97M-V with the def2-TZVPD basis set.

Properties
Energy relative to the best compared isomer or geometry (same formula, charge and spin) = 0.0 kcal/mol
Molar mass = 579.2 g/mol
E = -137893.089 eV
HOMO-LUMO gap (alpha / beta) = 7.583 / 7.230 eV

Structure (ORCA input):
```
! wB97M-V def2-TZVPD RIJCOSX def2/J DEFGRID3
* xyz 0 2
Cu -0.446 0.255 -0.036
Cl 3.455 -4.694 3.213
C 2.221 -3.721 2.460
C 2.580 -2.626 1.704
C 1.588 -1.865 1.112
Cl 2.061 -0.486 0.149
C 0.216 -2.144 1.241
O -0.741 -1.444 0.677
C -0.084 -3.273 2.026
Cl -1.756 -3.693 2.237
C 0.887 -4.052 2.624
H 3.620 -2.360 1.569
H 0.598 -4.910 3.216
Cl -1.528 4.689 -1.724
C -0.437 3.542 -2.505
Cl -1.194 2.833 -3.969
C -0.011 2.370 -1.610
O 1.105 1.903 -1.804
O -0.900 1.935 -0.799
H 0.436 4.086 -2.834
N -0.143 1.183 1.849
C -0.405 1.836 2.751
C -0.731 2.647 3.897
C -1.932 2.423 4.567
C -2.241 3.193 5.675
C -1.358 4.173 6.108
C -0.163 4.391 5.434
C 0.156 3.629 4.324
H -2.607 1.654 4.217
H -3.172 3.025 6.202
H -1.601 4.770 6.977
H 0.522 5.157 5.774
H 1.083 3.789 3.788
C -0.327 -0.691 -4.926
C 0.248 -1.675 -3.903
C 1.658 -2.085 -4.313
C -0.643 -2.910 -3.800
N 0.405 -1.084 -2.560
N -0.794 -0.603 -1.964
H -0.361 -1.145 -5.919
H 0.291 0.208 -4.981
H -1.346 -0.392 -4.670
H 1.643 -2.565 -5.292
H 2.077 -2.778 -3.582
H 2.314 -1.211 -4.374
H -0.591 -3.485 -4.726
H -1.692 -2.647 -3.643
H -0.310 -3.546 -2.976
H 1.045 -0.295 -2.583
H -1.401 -1.389 -1.763
H -1.291 0.079 -2.536
*
```

Atom charges from the Löwdin analysis, given in e for atoms 1 to 6: 0.530, 0.647, -0.681, -0.139, -0.531, 0.789



Entry 4:
Computed, not measured: a molecular structure, C19H20ClN5PTi, with ωB97M-V with the def2-TZVPD basis set.

Properties
Molar mass = 432.7 g/mol
E = -72385.676 eV
HOMO-LUMO gap (alpha / beta) = 5.684 / 5.667 eV

Structure (ORCA input):
```
! wB97M-V def2-TZVPD RIJCOSX def2/J DEFGRID3
* xyz 2 2
Ti 1.137 2.237 0.969
Cl 1.155 2.137 3.147
P 0.250 -0.115 0.633
C 1.091 -0.466 -0.944
C 0.439 -1.067 -2.041
C 1.173 -1.394 -3.183
C 2.537 -1.061 -3.234
C 3.180 -0.397 -2.174
C 2.445 -0.084 -1.023
C 0.915 -1.356 1.821
C 0.496 -1.275 3.162
C 0.976 -2.184 4.101
C 1.900 -3.163 3.712
C 2.304 -3.267 2.377
C 1.793 -2.382 1.426
C -1.482 -0.669 0.447
C -2.523 0.233 0.753
C -3.860 -0.175 0.684
C -4.152 -1.494 0.291
C -3.131 -2.411 -0.006
C -1.796 -1.994 0.078
H -0.203 -0.496 3.476
H 0.646 -2.107 5.140
H 2.311 -3.845 4.454
H 3.036 -4.018 2.069
H 2.088 -2.491 0.381
H -0.619 -1.321 -1.995
H 0.675 -1.894 -4.026
H 3.097 -1.269 -4.145
H 4.241 -0.113 -2.237
H 2.928 0.418 -0.164
H -2.270 1.255 1.050
H -4.666 0.535 0.927
H -5.191 -1.821 0.239
H -3.367 -3.442 -0.310
H -1.007 -2.708 -0.170
H -2.175 -0.065 -6.311
H -2.862 -0.046 -6.010
N 0.887 6.203 -0.986
N 0.232 5.087 -0.281
N -1.080 4.931 -0.690
C -1.407 3.725 -0.196
N -0.409 3.091 0.415
N 0.742 4.021 0.253
H 1.689 6.564 -0.467
H 0.193 6.950 -1.121
H -2.357 3.203 -0.292
*
```

Atom charges from the Löwdin analysis, given in e for atoms 1 to 6: 0.628, 0.200, 1.015, -0.396, -0.064, -0.032



Entry 5:
Computed, not measured: a single C19H20ClNO4S molecule, with ωB97M-V with the def2-TZVPD basis set.

Properties
Energy relative to the best compared isomer or geometry (same formula, charge and spin) = 20.9 kcal/mol
Molar mass = 393.9 g/mol
E = -53065.232 eV
HOMO-LUMO gap = 9.451 eV

Structure (ORCA input):
```
! wB97M-V def2-TZVPD RIJCOSX def2/J DEFGRID3
* xyz 0 1
C 2.262 0.031 2.471
O 1.399 -0.667 1.604
C 1.934 -1.591 0.760
C 3.290 -1.861 0.624
C 3.718 -2.822 -0.277
C 2.809 -3.531 -1.041
C 1.455 -3.273 -0.904
C 1.013 -2.303 -0.023
C -0.443 -2.045 0.211
O -1.090 -2.701 1.004
N -0.987 -1.018 -0.497
C -0.262 -0.397 -1.591
C 0.786 0.596 -1.148
C 0.453 1.687 -0.356
C 1.419 2.583 0.064
C 2.736 2.390 -0.319
Cl 3.956 3.492 0.220
C 3.088 1.319 -1.125
C 2.111 0.429 -1.531
C -2.378 -0.701 -0.174
C -2.503 -0.135 1.255
C -3.974 0.103 1.505
S -4.531 0.790 -0.091
O -4.572 2.225 -0.034
O -5.706 0.114 -0.562
C -3.070 0.286 -1.086
H 1.619 0.685 3.058
H 2.792 -0.652 3.141
H 2.983 0.638 1.916
H 4.019 -1.328 1.213
H 4.775 -3.020 -0.374
H 3.149 -4.285 -1.734
H 0.731 -3.831 -1.481
H -0.980 0.099 -2.245
H 0.227 -1.183 -2.176
H -0.571 1.846 -0.058
H 1.154 3.424 0.685
H 4.115 1.178 -1.422
H 2.389 -0.412 -2.149
H -2.930 -1.652 -0.194
H -1.950 0.803 1.329
H -2.079 -0.846 1.964
H -4.179 0.824 2.288
H -4.526 -0.817 1.669
H -3.425 -0.134 -2.021
H -2.507 1.200 -1.251
*
```

Atom charges from the Löwdin analysis, given in e for atoms 1 to 6: -0.062, -0.071, -0.235, -0.016, -0.076, -0.084



Entry 6:
Computed, not measured: a gas-phase ion, C19H20F (charge +1), with ωB97M-V with the def2-TZVPD basis set.

Properties
Energy relative to the best compared isomer or geometry (same formula, charge and spin) = 22.6 kcal/mol
Molar mass = 267.4 g/mol
E = -22736.005 eV
HOMO-LUMO gap = 6.012 eV

Structure (ORCA input):
```
! wB97M-V def2-TZVPD RIJCOSX def2/J DEFGRID3
* xyz 1 1
C 0.462 0.744 2.299
C 1.496 1.392 1.383
C 0.735 2.364 0.430
C -0.727 2.252 0.750
C -1.769 3.035 0.073
C -0.944 1.306 1.905
H 0.482 -0.331 2.157
H 0.698 0.951 3.354
H 2.247 1.936 1.974
H 2.007 0.624 0.810
H 1.074 3.377 0.697
H 1.094 2.264 -0.620
H -2.744 2.451 0.158
H -1.470 3.177 -1.003
H -1.684 0.475 1.841
H -1.318 1.876 2.773
F -5.499 4.990 -4.273
C -4.767 5.037 -3.094
C -3.533 5.680 -3.111
C -2.819 5.728 -1.904
C -3.276 5.018 -0.775
C -2.244 4.546 0.295
C -2.553 4.670 1.758
C -1.586 5.146 2.634
C -1.612 4.798 3.993
C -2.691 4.080 4.510
C -3.754 3.743 3.664
C -3.720 4.081 2.307
C -4.636 4.595 -0.755
C -5.342 4.518 -1.952
H -3.122 6.093 -4.029
H -1.833 6.163 -1.895
H -1.353 5.222 0.076
H -0.718 5.676 2.228
H -0.777 5.090 4.637
H -2.754 3.846 5.572
H -4.619 3.202 4.034
H -4.528 3.745 1.669
H -5.080 4.180 0.133
H -6.314 4.027 -1.986
*
```

Atom charges from the Löwdin analysis, given in e for atoms 1 to 6: -0.155, -0.158, -0.078, 0.003, -0.044, -0.065



Entry 7:
Computed, not measured: a molecular structure, C19H20F4N2O3Pt, with ωB97M-V with the def2-TZVPD basis set.

Properties
Energy relative to the best compared isomer or geometry (same formula, charge and spin) = 0.0 kcal/mol
Molar mass = 595.5 g/mol
E = -43244.497 eV
HOMO-LUMO gap (alpha / beta) = 8.070 / 5.996 eV

Structure (ORCA input):
```
! wB97M-V def2-TZVPD RIJCOSX def2/J DEFGRID3
* xyz 2 5
Pt 0.058 -0.515 0.058
C -2.780 -2.493 -1.026
C -1.435 -2.695 -1.677
N -0.253 -2.479 -0.671
C -0.390 -3.445 0.534
C 0.411 -3.101 1.754
C 1.004 -2.985 -1.316
C 1.771 -1.767 -1.890
N 1.596 -0.593 -1.074
C 2.282 0.558 -1.296
C 2.348 1.588 -0.255
F 2.159 1.211 1.011
C 2.763 2.847 -0.596
F 2.793 3.884 0.310
C 2.924 3.240 -1.914
C 2.925 2.219 -2.895
F 3.349 2.536 -4.172
C 2.796 0.908 -2.556
F 3.156 -0.042 -3.494
H -3.010 -3.449 -0.491
H -3.569 -2.339 -1.791
H -2.847 -1.688 -0.231
H -1.352 -1.996 -2.546
H -1.387 -3.722 -2.067
H -0.053 -4.387 0.115
H -1.490 -3.575 0.774
H 1.278 -2.439 1.544
H 0.730 -4.048 2.219
H -0.247 -2.577 2.481
H 0.907 -3.754 -2.153
H 1.569 -3.554 -0.535
H 1.220 -1.438 -2.853
H 2.816 -1.931 -2.249
H 3.065 4.288 -2.126
O -1.297 2.449 4.341
C -1.384 2.723 3.026
C -1.624 4.117 2.783
C -2.069 4.436 1.469
C -2.239 3.469 0.516
C -1.931 2.136 0.749
C -1.444 1.728 1.997
C -1.209 0.318 2.384
O -0.917 -0.008 3.564
O -1.362 -0.517 1.426
H -1.093 1.504 4.442
H -1.502 4.761 3.642
H -2.286 5.478 1.285
H -2.759 3.673 -0.421
H -1.990 1.471 -0.129
*
```

Atom charges from the Löwdin analysis, given in e for atoms 1 to 6: 1.369, -0.098, -0.200, -0.272, -0.228, -0.084



Entry 8:
Computed, not measured: a molecular structure, C19H20FeN7O4S, with ωB97M-V with the def2-TZVPD basis set.

Properties
Energy relative to the best compared isomer or geometry (same formula, charge and spin) = 6.0 kcal/mol
Molar mass = 498.3 g/mol
E = -83868.138 eV
HOMO-LUMO gap (alpha / beta) = 6.732 / 6.765 eV

Structure (ORCA input):
```
! wB97M-V def2-TZVPD RIJCOSX def2/J DEFGRID3
* xyz 1 5
Fe 0.464 -0.633 -1.019
O -2.281 4.182 3.181
C -1.308 3.492 3.511
O -0.701 3.319 4.576
C -0.749 2.623 2.341
C -1.363 2.647 1.098
C -0.907 1.789 0.112
N 0.114 0.958 0.337
C 0.729 0.941 1.522
C 0.325 1.770 2.552
C 1.794 -0.087 1.639
C 2.601 -0.210 2.759
C 3.525 -1.238 2.814
C 3.626 -2.120 1.749
C 2.799 -1.926 0.660
N 1.909 -0.932 0.598
C -1.519 1.647 -1.233
C -2.520 2.491 -1.694
C -3.060 2.275 -2.949
C -2.593 1.220 -3.718
C -1.590 0.425 -3.195
N -1.058 0.634 -1.988
H -2.201 3.322 0.982
H 0.764 1.775 3.542
H 2.500 0.487 3.578
H 4.159 -1.353 3.683
H 4.328 -2.941 1.760
H 2.834 -2.586 -0.199
H -2.868 3.306 -1.075
H -3.841 2.923 -3.323
H -2.995 1.012 -4.698
H -1.195 -0.418 -3.749
N 2.088 0.459 -2.239
N 2.618 -0.299 -3.287
C 2.184 -1.548 -3.549
N 2.774 -2.165 -4.572
S 0.965 -2.337 -2.671
H 1.666 1.309 -2.603
H 2.824 0.705 -1.584
H 3.346 0.113 -3.852
H 3.495 -1.740 -5.131
H 2.476 -3.097 -4.805
N -2.985 -2.246 3.050
C -2.947 -1.991 1.617
C -1.504 -1.824 1.170
O -1.199 -1.594 0.012
O -0.622 -1.914 2.132
H -3.493 -1.539 3.562
H -1.173 -2.079 2.949
H -3.374 -3.150 3.277
H -3.464 -1.068 1.349
H -3.392 -2.788 1.021
*
```

Atom charges from the Löwdin analysis, given in e for atoms 1 to 6: 0.567, -0.013, -0.688, -0.014, -0.059, 0.073



Entry 9:
Computed, not measured: a molecular structure, C19H20FeNO5, with ωB97M-V with the def2-TZVPD basis set.

Properties
Energy relative to the best compared isomer or geometry (same formula, charge and spin) = 10.1 kcal/mol
Molar mass = 398.2 g/mol
E = -66142.892 eV
HOMO-LUMO gap (alpha / beta) = 9.089 / 5.227 eV

Structure (ORCA input):
```
! wB97M-V def2-TZVPD RIJCOSX def2/J DEFGRID3
* xyz 0 6
Fe -0.119 0.594 -0.963
O 1.484 4.049 -2.902
C 1.131 2.939 -2.570
O 0.217 2.594 -1.764
C 1.806 1.702 -3.224
C 2.494 1.727 -4.430
C 2.895 0.514 -4.976
C 2.544 -0.673 -4.344
C 1.843 -0.596 -3.149
N 1.536 0.570 -2.597
C 1.193 -1.794 -2.425
O 1.588 -2.917 -2.650
O 0.238 -1.419 -1.670
H 2.683 2.673 -4.914
H 3.444 0.489 -5.906
H 2.770 -1.643 -4.758
C -2.938 -0.131 -0.770
C -3.132 0.375 0.673
C -2.946 1.889 0.762
C -2.274 -0.390 1.660
C -2.885 -1.348 2.445
C -2.177 -2.074 3.391
C -0.824 -1.831 3.565
C -0.147 -0.918 2.782
C 1.348 -0.779 2.919
C 2.040 -1.338 1.670
C 1.788 0.658 3.201
C -0.865 -0.183 1.786
O -0.237 0.632 1.007
H -3.892 -0.151 -1.290
H -2.530 -1.141 -0.783
H -2.275 0.540 -1.361
H -4.170 0.159 0.952
H -1.941 2.183 0.458
H -3.106 2.225 1.783
H -3.667 2.381 0.114
H -3.942 -1.534 2.313
H -2.671 -2.841 3.968
H -0.281 -2.386 4.317
H 1.645 -1.401 3.773
H 1.797 -0.737 0.788
H 1.719 -2.361 1.485
H 3.118 -1.333 1.809
H 1.608 1.292 2.336
H 2.850 0.677 3.436
H 1.240 1.060 4.051
*
```

Atom charges from the Löwdin analysis, given in e for atoms 1 to 6: 0.986, 0.062, -0.627, -0.103, -0.162, 0.010



Entry 10:
Computed, not measured: a single C19H20N2O2S molecule, with ωB97M-V with the def2-TZVPD basis set.

Properties
Energy relative to the best compared isomer or geometry (same formula, charge and spin) = 51.5 kcal/mol
Molar mass = 340.4 g/mol
E = -37937.274 eV
HOMO-LUMO gap = 8.591 eV

Structure (ORCA input):
```
! wB97M-V def2-TZVPD RIJCOSX def2/J DEFGRID3
* xyz 0 1
C 0.383 -0.537 -4.389
C 1.418 0.338 -3.750
C 2.796 0.088 -4.050
N 3.119 -0.921 -5.015
C 3.812 0.904 -3.490
C 3.473 1.898 -2.624
C 2.156 2.156 -2.316
C 1.126 1.405 -2.866
C -0.312 1.770 -2.458
N -0.608 1.212 -1.112
C -0.790 -0.159 -0.942
C -1.073 -0.737 0.311
C -1.060 0.094 1.497
O -1.248 -0.485 2.732
C -0.841 0.221 3.929
C -0.895 -0.710 5.132
C -0.371 0.058 6.271
C 0.903 -0.094 6.731
C 1.132 0.801 7.906
C 0.026 1.494 8.319
S -1.320 1.255 7.185
C -0.903 1.457 1.346
C -0.672 2.035 0.022
O -0.558 3.237 -0.109
H 0.515 -1.593 -4.094
H -0.639 -0.319 -4.108
H 0.485 -0.421 -5.488
H 4.049 -0.852 -5.443
H 2.336 -1.385 -5.505
H 4.837 0.743 -3.771
H 4.285 2.513 -2.214
H 1.903 2.882 -1.549
H -1.067 1.372 -3.192
H -0.402 2.844 -2.491
H -0.769 -0.824 -1.793
H -1.287 -1.782 0.361
H 0.174 0.612 3.841
H -1.519 1.033 4.125
H -0.281 -1.612 4.905
H -1.932 -1.043 5.359
H 1.670 -0.798 6.356
H 2.103 0.784 8.400
H 0.012 2.206 9.130
H -0.886 2.144 2.193
*
```

Atom charges from the Löwdin analysis, given in e for atoms 1 to 6: -0.069, -0.175, -0.237, 0.080, -0.051, -0.103